DFT (ωB97M-V/def2-TZVPD) results for an isolated molecule of C6H7N.

```
! RIJCOSX wB97M-V def2-TZVPD def2/J DEFGRID3
* xyz 0 1
C 0.4546 1.7160 0.8050
C -0.4616 0.6047 0.7371
C -1.8251 -0.0513 0.4237
C -3.1126 0.3449 0.2721
N -4.2418 0.5797 0.3432
C -0.5960 -0.9189 0.4150
C -0.0659 -1.3645 -0.9177
H 0.0014 2.5933 1.1824
H 1.0254 1.8940 -0.2138
H 1.1990 1.5762 1.5218
H -0.3255 -1.5336 1.3533
H 0.8604 -0.9065 -1.0625
H -0.7644 -1.0273 -1.7786
H 0.1577 -2.4967 -0.8429
*
```

Summary:
SMILES: CC1=C(C#N)[C@H]1C
Gap between HOMO and LUMO (spin up / spin down), Ha: 0.3088 / 0.3087
DFT total energy, eV: -7820.73927

List of natural (NBO) charges in e, atom by atom: -0.694 0.179 -0.156 0.221 -0.289 -0.210 -0.635 0.242 0.253 0.237 0.196 0.209 0.226 0.222